Entry 1:
16
Properties=species:S:1:pos:R:3:lowdin_charge:R:1 method="wB97M-V/def2-TZVPD" e_above_lowest_kcal_mol=127.4 total_charge=0
C -2.5766 0.1965 0.8586 -0.09
C -1.2458 0.1397 0.0802 -0.46
C 0.4110 -1.0167 -0.8746 -0.30
C 1.0022 0.0114 -0.2654 -0.30
C 2.4713 0.5404 -0.1054 -0.06
H -3.4725 0.9791 0.6116 0.09
H -3.2056 -0.9328 1.0634 0.15
H -2.2823 0.4770 1.9555 0.07
H 1.5882 -2.2083 -2.0517 0.22
H 2.0908 1.8293 0.0419 0.14
H 3.0044 0.3625 0.9792 0.10
H 2.8106 0.1014 -1.2092 0.12
H -0.2170 1.9599 0.5113 0.20
N -1.0773 -0.9804 -0.5650 0.13
N -0.0884 0.8939 0.1923 0.06
O 0.7870 -2.3528 -1.2227 -0.06



Entry 2:
16
Properties=species:S:1:pos:R:3:lowdin_charge:R:1 method="wB97M-V/def2-TZVPD" smiles="C=NN1CC[C@H]1C=O" e_above_lowest_kcal_mol=93.5 total_charge=0
C -2.3844 -1.2448 -0.0188 -0.04
C -0.7372 1.0185 -0.0139 -0.15
C 0.8303 1.2854 0.0097 -0.10
C 1.0203 -0.1638 -0.4878 -0.21
C 2.0922 -0.9649 0.2779 -0.18
H -2.9937 -2.0041 0.3990 0.05
H -2.7395 -0.2738 0.1681 0.02
H -1.1203 1.3467 0.9670 0.11
H -1.2987 1.4961 -0.9338 0.15
H 1.2567 2.1198 -0.5915 0.11
H 1.2474 1.5143 1.0600 0.13
H 1.2842 -0.0910 -1.5342 0.14
H 1.8552 -1.1510 1.2438 0.09
N -1.1272 -1.3835 -0.2652 0.01
N -0.3833 -0.3500 -0.1228 -0.21
O 3.1979 -1.1537 -0.1575 0.07



Entry 3:
16
Properties=species:S:1:pos:R:3:lowdin_charge:R:1 method="wB97M-V/def2-TZVPD" e_above_lowest_kcal_mol=67.5 total_charge=0
C 0.5903 1.2241 1.5774 -0.09
C 0.3047 0.8248 0.0969 -0.35
C -1.0064 0.2457 -0.4811 -0.09
C -0.8318 -1.1445 -0.9859 -0.47
C 1.2396 -0.3496 -0.1464 -0.42
H 1.7499 1.8179 1.3358 0.16
H 1.0146 0.2930 2.4767 0.18
H -0.3015 1.8697 1.8038 0.06
H 0.6930 1.7406 -0.4146 0.14
H -1.1596 1.1384 -1.1432 0.14
H -1.7489 0.2469 0.3604 0.14
H -2.5496 -1.5457 -1.5902 0.10
H 0.6537 -2.5687 -0.8900 0.19
N -1.5598 -2.0143 -1.5156 0.11
N 0.4952 -1.5440 -0.5838 0.14
O 2.4168 -0.2343 0.0997 0.06



Entry 4:
16
Properties=species:S:1:pos:R:3:lowdin_charge:R:1 method="wB97M-V/def2-TZVPD" smiles="C[C@]12C=NO[C@@H]1CN2" e_above_lowest_kcal_mol=186.1 total_charge=0
C 0.8512 0.8033 0.7583 -0.04
C 0.3747 -0.3654 0.1226 -0.55
C -1.6480 -0.0107 0.2826 -0.15
C -0.6546 0.1028 -0.8547 -0.22
C 1.2660 -0.9178 -0.8585 -0.10
H 1.3455 1.6275 0.0802 0.16
H -0.0243 1.0362 1.2789 0.04
H 1.4979 0.7514 1.6342 0.10
H -0.5978 -1.0151 1.7607 0.06
H -1.5009 0.9199 0.9282 0.11
H -2.7076 -0.2989 -0.0520 0.14
H -1.1546 -0.7421 -1.3515 0.14
H 2.3977 -1.1393 -0.4306 0.18
N -0.7719 -1.0895 0.8300 0.10
N 1.2744 -0.2462 -1.9715 0.09
O 0.0523 0.5840 -2.1570 -0.08



Entry 5:
16
Properties=species:S:1:pos:R:3:lowdin_charge:R:1 method="wB97M-V/def2-TZVPD" e_above_lowest_kcal_mol=117.0 total_charge=0
C 1.8219 0.3124 0.0743 -0.05
C 0.7582 -0.1356 1.0747 -0.42
O 0.1590 0.8641 1.7700 -0.07
H 1.1493 -0.8864 1.7653 0.14
H 2.6317 0.7860 0.6316 0.08
H 1.4126 1.0293 -0.6351 0.08
H 2.2187 -0.5401 -0.4766 0.08
C -1.2177 0.4196 -0.9297 -0.44
N -1.3858 1.4351 -0.1854 0.10
N -1.1897 0.1132 -2.1420 0.15
C -0.3996 -0.9136 0.2158 -0.12
C -0.9078 -2.0230 0.2415 0.20
H -0.4843 1.3488 1.0874 0.06
H -2.2164 1.9929 -0.3147 0.10
H -0.9590 -0.8359 -2.3907 0.05
H -1.3910 -2.9668 0.2136 0.05



Entry 6:
16
Properties=species:S:1:pos:R:3:lowdin_charge:R:1 method="wB97M-V/def2-TZVPD" e_above_lowest_kcal_mol=77.3 total_charge=0
C -1.3839 0.7097 -0.4774 -0.29
C 1.5760 -1.1886 0.8362 -0.09
C 0.0771 0.5995 -0.1402 -0.31
N 0.6502 1.6464 0.4864 0.15
C 0.4687 -0.7369 -0.0747 -0.16
O -1.5657 0.9898 -1.8515 -0.01
C -1.6727 -0.7433 -0.0596 -0.25
N -2.4137 -1.6351 0.1300 0.14
H -1.5878 0.1673 -2.3556 0.10
H -1.9253 1.4470 0.1257 0.16
H 0.2958 2.5643 0.2578 0.12
H 1.5872 1.5185 0.8407 0.10
H 0.3126 -1.3910 -0.9248 0.12
H 2.5139 -0.6650 0.6343 0.07
H 1.3141 -1.0305 1.8845 0.08
H 1.7535 -2.2522 0.6881 0.07



Entry 7:
16
Properties=species:S:1:pos:R:3:lowdin_charge:R:1 method="wB97M-V/def2-TZVPD" smiles="O=CNN1CC=CC1" e_above_lowest_kcal_mol=73.5 total_charge=0
C 2.2169 -0.0377 0.2720 -0.28
C -0.6450 -1.2558 -0.0033 -0.14
C -1.7830 -0.5153 0.5148 -0.12
C -1.6951 0.7703 0.3050 -0.06
C -0.3338 1.1215 -0.3651 -0.19
H 3.4045 -0.1722 0.1877 0.16
H 1.8011 -0.0341 -1.8542 0.19
H 0.0391 -1.6580 0.7789 0.13
H -1.0914 -1.9940 -0.6838 0.12
H -2.5302 -1.0563 1.0836 0.11
H -2.2757 1.5559 0.6432 0.08
H 0.2694 1.4678 0.5314 0.11
H -0.5040 2.0382 -1.1166 0.15
N 1.3997 -0.2069 -0.8486 -0.04
N 0.0467 -0.1877 -0.8403 -0.15
O 1.6807 0.1644 1.3953 -0.05



Entry 8:
16
Properties=species:S:1:pos:R:3:lowdin_charge:R:1 method="wB97M-V/def2-TZVPD" smiles="C[C@]12C(=O)N1[C@@]2(C)N" e_above_lowest_kcal_mol=55.0 total_charge=0
C -1.6445 -0.0175 -0.5926 -0.01
C 0.7666 1.7649 0.3613 -0.01
C -0.3411 -0.6323 -0.1386 -0.54
C 0.7678 0.2723 0.3068 -0.14
N -0.5388 -1.9041 0.4684 0.11
N 0.7539 -0.5501 -1.0932 0.23
C 1.8107 -0.5951 -0.2351 -0.46
O 2.9327 -0.9549 -0.1298 0.14
H 0.3189 -2.3178 0.8130 0.09
H -1.2312 -1.8655 1.2042 0.09
H -2.1750 0.4069 0.2572 0.09
H -1.4554 0.7608 -1.3251 0.08
H -2.2588 -0.7896 -1.0469 0.09
H 1.7764 2.1299 0.5364 0.09
H 0.1248 2.0906 1.1790 0.08
H 0.3931 2.2015 -0.5650 0.09